Below is a cluster of 2 separate species, C4H12 in total at a distorted geometry, with properties calculated with wB97M-V/def2-TZVPD.

Last column: Mulliken charge in e.
Element x y z (Å)
C 0.66 -2.52 -1.53  -0.87
C 1.12 -1.66 -0.40  -0.23
H 1.30 -3.32 -1.74  0.30
H -0.34 -3.10 -1.42  0.25
H 0.43 -1.85 -2.39  0.27
H 1.08 -2.02 0.65  0.32
H 2.09 -1.04 -0.85  0.21
H 0.64 -0.64 -0.36  -0.19
C -0.19 1.90 0.77  -0.65
C -1.58 2.30 1.22  -0.89
H 0.26 1.33 1.79  0.19
H -0.31 1.22 -0.18  0.05
H 0.65 2.46 0.45  0.42
H -2.30 2.42 0.37  0.30
H -1.47 3.14 1.89  0.28
H -2.03 1.39 1.73  0.25

Calculated values
SMILES: CC.CC
energy relative to the best compared isomer or geometry (same formula, charge and spin): 2.044 eV
F_max: 4.43 eV/Å